Entry from the Open Molecules 2025 dataset: a single C3H4FNO2S molecule at a distorted geometry (ωB97M-V with the def2-TZVPD basis set).

As for the SMILES: O/N=C\OC(=S)CF. For the HOMO energy, the calculation gives -9.28 eV. The relative energy (zero: lowest compared OMol25 entry of this formula, charge and spin) comes out at 217.0 kJ/mol.

Last column: Mulliken charge in e.
Element x y z (Å)
O 0.991 -1.366 -0.829  -0.37
N 1.717 -0.787 0.208  -0.31
C 0.982 -0.318 1.157  0.10
O -0.395 -0.492 1.229  -0.33
C -1.282 -0.073 0.335  0.40
S -2.715 -0.751 0.146  -0.28
C -0.727 1.060 -0.573  -0.25
F 0.089 1.946 0.135  -0.29
H 1.683 -1.711 -1.402  0.38
H 1.446 0.299 1.952  0.37
H -1.622 1.557 -0.942  0.31
H -0.167 0.636 -1.416  0.28